Density functional theory data (ωB97M-V with the def2-TZVPD basis set) for CH3O4P as an isolated structure.

**E_LUMO**: 7.18 eV
**Spin multiplicity**: 1
**Charge**: -2
**HOMO energy**: 0.4 eV
**Calculated total energy**: -18563.9830 eV

```
9
Properties=species:S:1:pos:R:3:forces:R:3
C 0.05534 -0.76397 -0.22315 -1.6 1.0 0.3
O -2.60249 1.96609 2.02224 0.9 -1.0 -0.4
O -3.35550 0.64550 -0.02836 0.1 -0.5 -0.1
O -1.40519 2.32920 -0.22183 0.0 -0.9 0.5
O 0.86670 -1.56827 0.37299 0.8 0.2 0.5
P -2.27845 1.43952 0.63535 -1.0 2.1 -0.5
H -1.04853 -0.36270 0.53278 1.3 0.1 -0.6
H -0.53095 -1.24305 -1.00222 -0.8 -0.3 -0.7
H 0.33490 0.25230 -0.67168 0.2 -0.7 0.9
```
Positions in Å, forces in eV/Å.